Entry 1:
Below is C45H38Cl2N6O7TeW as an isolated structure, with properties calculated with the ωB97M-V functional and the def2-TZVPD basis.

Values from the calculation:
* HOMO (alpha / beta): -0.3438 / -0.3932 Eh
* net charge: +1
* maximum force: 1.7 eV Å⁻¹
* molecular weight: 1157.18 g mol⁻¹
* relative energy (zero: lowest compared OMol25 entry of this formula, charge and spin): 4.185 eV
* E: -104710.949 eV
* gap between HOMO and LUMO (alpha / beta): 4.2 / 5.6 eV
* 2S+1: 2

Each line ends with the Mulliken spin population.
CARTESIAN COORDINATES (ANGSTROEM)
1 W -0.219 1.701 1.483  0.00
2 Cl 4.752 5.572 2.946  0.00
3 C 3.859 4.226 2.367  0.00
4 C 2.765 3.786 3.090  0.00
5 C 2.032 2.710 2.608  0.00
6 N 0.858 2.156 3.147  0.00
7 C 0.307 2.583 4.324  0.00
8 O 0.802 3.279 5.172  0.00
9 C -1.077 2.024 4.440  0.00
10 C -1.847 2.309 5.547  0.00
11 C -3.137 1.816 5.615  0.00
12 C -3.585 1.030 4.561  0.00
13 C -2.754 0.802 3.486  0.00
14 N -1.505 1.285 3.391  0.00
15 C 2.417 2.041 1.423  0.00
16 C 3.531 2.480 0.720  0.00
17 C 4.239 3.575 1.184  0.00
18 Cl 5.598 4.115 0.287  0.00
19 N 1.630 0.899 1.164  0.00
20 C 1.281 0.650 -0.225  0.00
21 O 2.225 0.558 -1.219  0.00
22 C 0.334 -0.576 -0.105  -0.01
23 C 0.486 -1.736 -0.930  0.03
24 C -0.411 -2.928 -0.639  0.01
25 C -1.594 -2.461 0.165  0.02
26 C -1.630 -1.319 0.842  0.01
27 N -0.603 -0.348 0.820  0.01
28 H 2.481 4.285 4.003  0.00
29 H -1.408 2.930 6.316  0.00
30 H -3.782 2.039 6.452  0.00
31 H -4.582 0.616 4.558  0.00
32 H -3.113 0.217 2.652  0.00
33 H 3.875 1.975 -0.171  0.00
34 H 1.502 -1.979 -1.222  0.03
35 H 0.050 -3.760 -2.541  0.09
36 H -2.430 -3.146 0.238  -0.01
37 H -2.478 -1.071 1.461  0.00
38 O -6.373 2.639 1.203  0.00
39 C -6.030 1.799 2.148  0.00
40 O -6.447 1.171 3.063  0.00
41 C -4.914 2.230 1.294  0.00
42 C -4.385 1.383 0.201  0.00
43 C -3.066 1.275 0.020  0.00
44 N -2.129 1.955 0.795  0.00
45 C -2.660 3.043 1.510  0.00
46 C -3.958 3.255 1.738  0.00
47 C -1.580 3.944 2.046  0.00
48 O -1.753 4.791 2.873  0.00
49 O -0.403 3.617 1.511  0.00
50 H -5.090 0.878 -0.445  0.00
51 H -2.655 0.655 -0.769  0.00
52 H -4.304 4.149 2.240  0.00
53 C -0.091 4.052 -1.331  0.00
54 C 0.343 2.629 -1.588  0.00
55 O 0.597 2.238 -2.708  0.00
56 N 0.401 1.841 -0.453  -0.02
57 Te -0.446 -0.548 -2.571  0.01
58 C -1.528 -2.371 -2.771  0.30
59 C -2.660 -2.550 -3.517  -0.14
60 C -3.224 -1.435 -4.356  0.00
61 C -3.290 -3.807 -3.514  0.46
62 C -2.833 -4.884 -2.711  -0.12
63 C -3.585 -6.187 -2.743  -0.01
64 C -1.722 -4.724 -1.947  0.38
65 C -0.886 -3.491 -2.012  -0.06
66 C 0.380 -3.974 0.156  0.00
67 C 3.317 -0.337 -1.358  0.01
68 C 3.911 -0.175 -2.621  0.00
69 C 3.379 0.842 -3.590  0.00
70 C 5.002 -0.954 -2.962  0.00
71 C 5.532 -1.886 -2.079  0.00
72 C 6.726 -2.722 -2.446  0.00
73 C 4.932 -2.009 -0.839  0.00
74 C 3.823 -1.259 -0.438  0.00
75 C 3.328 -1.534 0.961  0.00
76 H 0.045 4.632 -2.239  0.00
77 H 0.490 4.482 -0.517  0.00
78 H -1.146 4.070 -1.052  0.00
79 H -2.916 -0.462 -3.966  0.00
80 H -4.311 -1.478 -4.398  -0.01
81 H -2.845 -1.516 -5.377  0.00
82 H -4.177 -3.949 -4.120  0.02
83 H -4.619 -6.033 -3.046  0.00
84 H -3.568 -6.680 -1.772  0.00
85 H -3.124 -6.862 -3.466  0.00
86 H -1.358 -5.541 -1.334  0.01
87 H -0.281 -4.773 0.490  -0.01
88 H 0.829 -3.520 1.041  0.00
89 H 1.174 -4.405 -0.459  0.00
90 H 2.332 0.659 -3.825  0.00
91 H 3.955 0.825 -4.513  0.00
92 H 3.430 1.844 -3.162  0.00
93 H 5.450 -0.827 -3.940  0.00
94 H 6.803 -2.838 -3.526  0.00
95 H 6.669 -3.708 -1.989  0.00
96 H 7.642 -2.243 -2.093  0.00
97 H 5.339 -2.723 -0.132  0.00
98 H 3.675 -2.516 1.277  0.00
99 H 2.247 -1.510 1.059  0.00
100 H 3.736 -0.799 1.658  0.00

=====

Entry 2:
Below is C45H38IN4O2P2SSn as an isolated structure, with properties calculated with the ωB97M-V functional and the def2-TZVPD basis.

Values from the calculation:
* HOMO (alpha / beta): -0.3864 / -0.3876 Eh
* net charge: +1
* maximum force: 3.9 eV Å⁻¹
* molecular weight: 1006.45 g mol⁻¹
* E: -100673.862 eV
* gap between HOMO and LUMO (alpha / beta): 6.0 / 4.8 eV

Each line ends with the Löwdin charge.
CARTESIAN COORDINATES (ANGSTROEM)
1 Sn -0.643 0.098 0.656  1.13
2 C 1.455 -2.633 3.684  -0.02
3 C -0.011 -2.392 4.027  -0.24
4 N -0.370 -2.498 5.260  0.11
5 C -1.572 -2.168 5.689  -0.10
6 C -2.532 -1.670 4.832  -0.13
7 C -3.820 -1.035 5.398  -0.22
8 O -4.040 0.284 4.981  -0.09
9 C -2.215 -1.464 3.459  -0.11
10 C -3.149 -0.875 2.542  -0.02
11 N -2.877 -0.111 1.525  -0.04
12 C -3.783 0.793 0.990  -0.34
13 C -4.682 1.565 1.779  0.00
14 C -5.578 2.425 1.210  -0.07
15 C -5.549 2.683 -0.151  -0.07
16 C -4.607 2.042 -0.937  -0.16
17 C -3.799 1.007 -0.412  -0.65
18 I -2.940 -0.303 -1.798  1.00
19 C -0.944 -1.887 2.998  -0.24
20 O -0.441 -1.765 1.755  -0.29
21 H 1.955 -2.832 4.653  0.09
22 H 1.982 -1.827 3.173  0.06
23 H 1.667 -3.529 3.031  0.09
24 H -1.792 -2.395 6.744  0.13
25 H -3.862 -1.165 6.502  0.13
26 H -4.694 -1.532 5.026  0.11
27 H -3.189 0.754 5.170  0.02
28 H -4.187 -1.118 2.794  0.16
29 H -4.728 1.415 2.833  0.10
30 H -6.343 2.910 1.802  0.12
31 H -6.266 3.331 -0.689  0.13
32 H -4.498 2.227 -2.002  0.09
33 C 2.106 -2.508 -0.356  -0.23
34 P 1.151 -2.280 -2.042  1.08
35 C 2.508 -2.741 -3.155  -0.42
36 C 2.981 -4.070 -3.206  -0.11
37 C 3.998 -4.325 -4.093  -0.08
38 C 4.649 -3.329 -4.850  -0.06
39 C 4.167 -2.038 -4.710  -0.10
40 C 3.119 -1.701 -3.855  -0.11
41 C 0.127 -3.791 -2.023  -0.39
42 C -0.710 -4.083 -0.881  -0.09
43 C -1.497 -5.218 -0.931  -0.08
44 C -1.553 -6.038 -2.086  -0.08
45 C -0.891 -5.654 -3.242  -0.08
46 C 0.001 -4.574 -3.173  -0.12
47 C 2.720 -1.245 0.054  -0.34
48 C 4.079 -0.897 -0.007  -0.01
49 C 4.145 0.463 0.170  0.01
50 C 2.754 0.891 0.410  -0.33
51 C 2.415 2.306 0.435  -0.26
52 P 0.804 2.581 -0.472  1.04
53 C 1.394 3.136 -2.086  -0.35
54 C 2.629 2.659 -2.666  -0.06
55 C 2.921 3.042 -3.981  -0.10
56 C 2.105 3.847 -4.764  -0.06
57 C 0.912 4.353 -4.163  -0.06
58 C 0.628 4.041 -2.834  -0.10
59 C 0.235 4.072 0.339  -0.40
60 C 0.963 5.286 0.362  -0.08
61 C 0.309 6.383 0.835  -0.08
62 C -1.027 6.416 1.242  -0.07
63 C -1.743 5.288 1.127  -0.07
64 C -1.114 4.091 0.729  -0.09
65 N 1.909 -0.165 0.374  0.02
66 H 1.356 -2.752 0.427  0.07
67 H 2.925 -3.277 -0.400  0.11
68 H 2.570 -4.814 -2.506  0.12
69 H 4.366 -5.370 -4.177  0.12
70 H 5.589 -3.520 -5.412  0.12
71 H 4.510 -1.215 -5.341  0.11
72 H 2.747 -0.676 -3.770  0.09
73 H -0.690 -3.563 0.064  0.07
74 H -2.115 -5.578 -0.088  0.11
75 H -2.138 -6.957 -2.069  0.11
76 H -0.995 -6.238 -4.196  0.13
77 H 0.470 -4.253 -4.119  0.11
78 H 4.965 -1.564 -0.023  0.14
79 H 5.050 1.026 0.251  0.11
80 H 2.187 2.665 1.436  0.10
81 H 3.256 2.938 0.120  0.11
82 H 3.261 1.968 -2.098  0.09
83 H 3.867 2.591 -4.388  0.12
84 H 2.253 4.025 -5.859  0.12
85 H 0.260 4.987 -4.766  0.11
86 H -0.250 4.491 -2.413  0.10
87 H 2.054 5.246 0.131  0.13
88 H 0.936 7.305 0.868  0.13
89 H -1.471 7.326 1.579  0.11
90 H -2.757 5.247 1.453  0.10
91 H -1.697 3.172 0.716  0.07
92 S -0.855 1.601 5.271  0.70
93 C -0.486 1.381 3.744  -0.89
94 N -0.310 1.272 2.539  -0.07